Here is a gas-phase ion, C7H14BrN2Si (charge +1) at a distorted geometry from the OMol25 dataset. Energies are from wB97M-V/def2-TZVPD.

Each line ends with the Mulliken charge.
Geometry (Å):
Br 4.5012 -0.3305 0.2731  0.05
Si 1.5352 -1.2670 -0.3860  0.24
N -0.0078 -0.6521 0.3402  0.25
N 2.6912 -0.3858 0.5297  -0.36
C -0.3083 0.5843 0.5801  1.37
C 2.8486 2.3452 -1.1141  -1.04
C -1.6638 -2.1093 -0.6873  -0.93
C -0.9145 -1.6893 0.6408  -0.74
C -1.5645 1.0980 1.2166  -1.58
C 0.4993 1.6999 0.0629  -0.40
C 1.7717 1.6344 -0.3415  0.09
H -2.3625 -1.2783 -0.9226  0.28
H 1.3455 -1.0793 -1.8526  -0.04
H -0.2904 -2.5608 0.7519  0.29
H 3.8654 2.0775 -0.7999  0.32
H -1.2452 1.0840 2.2543  0.39
H 2.8148 2.3010 -2.1801  0.28
H -2.5233 0.5108 1.1050  0.34
H -2.2391 -3.0456 -0.5354  0.37
H -1.5475 -1.4750 1.5687  0.49
H -1.8649 2.0512 0.9423  0.49
H -0.9114 -2.1625 -1.4915  0.32
H -0.2856 2.4694 -0.1830  0.30
H 1.9806 -2.7079 -0.3425  -0.09
H 2.7110 3.4562 -0.8460  0.32

Force components x, y, z for each atom (eV/Å):
Br -0.5 -0.2 -0.2
Si 1.9 0.0 -1.3
N 0.5 1.5 0.6
N -0.9 2.4 -0.6
C 0.0 0.8 -1.2
C -0.9 1.7 2.3
C -0.7 1.3 1.0
C -1.9 -2.3 0.0
C -0.8 -3.3 0.7
C 0.1 -0.2 -0.9
C 0.7 -1.4 0.0
H 0.2 -0.6 -0.2
H -0.1 0.4 0.3
H 0.1 -0.5 1.2
H -0.3 -0.2 0.2
H -0.5 0.2 0.6
H -0.5 -0.5 -0.7
H 1.4 0.1 0.2
H 0.6 0.6 -0.2
H 0.8 -0.5 -1.5
H 0.2 2.0 -0.6
H -0.5 -0.3 0.2
H 1.8 0.1 0.0
H -0.9 0.4 0.6
H 0.3 -1.4 -0.3

Output
Energy relative to the best compared isomer or geometry (same formula, charge and spin)   1.7101 eV
Orbital gap (alpha / beta)   8.2 / 7.7 eV
Total charge   +1
Total energy   -3247.73549 hartree

***

Here is 2 unconnected molecules or ions with the total composition C4H7NO from the OMol25 dataset. Energies are from wB97M-V/def2-TZVPD.

Each line ends with the Mulliken charge.
Geometry (Å):
O 1.3162 1.2221 -0.2492  -0.48
N -0.2291 -0.7515 1.6021  0.01
C 0.3313 1.0114 -0.9182  0.14
C -0.8355 0.2857 2.0174  -0.46
C 0.3271 -1.6874 1.0361  -0.32
C 0.2317 -0.0274 -1.9964  -0.97
H -0.3524 1.2518 1.9084  0.32
H -0.5958 1.6016 -0.7460  0.37
H 1.1347 -0.6397 -2.0157  0.29
H 1.0353 -2.2544 1.6508  0.20
H -0.6415 -0.6622 -1.8107  0.27
H -1.8077 0.1853 2.4881  0.26
H 0.0857 0.4647 -2.9664  0.37

Force components x, y, z for each atom (eV/Å):
O -0.4 0.0 -0.3
N 0.2 -0.3 -0.2
C 0.2 0.0 0.1
C 0.0 -0.1 0.0
C -0.2 0.4 0.4
C 0.1 0.0 0.0
H 0.0 -0.1 0.0
H 0.1 0.0 0.0
H -0.1 0.1 0.0
H -0.1 0.1 0.0
H 0.1 0.1 0.0
H 0.1 0.0 -0.1
H 0.0 0.0 0.1

Output
Energy relative to the best compared isomer or geometry (same formula, charge and spin)   3.7857 eV
Orbital gap   9.4 eV
Total charge   0
Total energy   -286.49252 hartree

***

Here is 2 unconnected molecules or ions with the total composition C5H13NS at a distorted geometry from the OMol25 dataset. Energies are from wB97M-V/def2-TZVPD.

Each line ends with the Mulliken charge.
Geometry (Å):
S 0.8298 -2.0867 -1.0777  -0.31
N 1.0158 0.8119 0.3074  -0.12
C 0.1275 0.0027 1.1219  -0.60
C 1.7547 1.8743 0.9577  -0.99
C -1.1551 -0.4533 0.4794  -0.08
C -1.3455 -0.2096 -0.9900  -0.62
C -0.2618 -0.8896 -1.9137  -0.74
H -2.0128 -0.0081 0.9891  0.43
H 0.2431 -0.0687 -2.4429  0.29
H -0.0431 0.5871 2.0321  0.50
H 2.0153 2.6116 0.1724  0.31
H -0.8275 -1.4182 -2.6800  0.38
H -1.2412 -2.5677 0.5169  0.56
H -2.2286 -0.7604 -1.3037  0.34
H 0.5689 -0.8932 1.6361  0.25
H -1.5409 0.8558 -1.1682  0.35
H 2.6446 1.6637 1.5545  0.28
H -1.1910 -1.6480 0.4619  -0.77
H 1.0412 2.4041 1.5814  0.37
H 1.6067 0.1921 -0.2345  0.17

Force components x, y, z for each atom (eV/Å):
S -0.9 -0.3 0.0
N 0.0 -1.0 -0.3
C 0.9 -0.4 1.6
C -0.6 1.0 -0.7
C -0.8 2.5 -0.2
C 0.1 -1.3 -0.4
C -0.3 0.6 -0.2
H -0.2 -0.8 0.3
H 0.5 -0.5 0.4
H -0.7 0.3 -0.2
H 0.2 -0.4 0.4
H 0.2 -0.1 -0.1
H 1.5 0.2 -1.1
H -0.7 0.3 0.4
H 0.3 0.2 -0.8
H 0.6 -0.2 -0.1
H 0.0 -0.5 0.0
H -0.3 0.0 0.7
H 0.0 0.2 0.3
H 0.1 0.1 -0.1

Output
Energy relative to the best compared isomer or geometry (same formula, charge and spin)   5.7993 eV
Orbital gap   5.9 eV
Total charge   0
Total energy   -651.03084 hartree

***

Here is 2 unconnected molecules or ions with the total composition C2H2O2S2 at a distorted geometry from the OMol25 dataset. Energies are from wB97M-V/def2-TZVPD.

Each line ends with the Mulliken charge.
Geometry (Å):
S 0.4944 -1.3567 1.2307  -0.30
S 1.1189 4.7722 0.1167  0.29
O -0.2803 5.2234 0.3647  -0.29
O 0.2430 -1.6411 -1.5200  -0.45
C -0.9843 -0.5980 0.3814  -0.34
C -0.1666 -1.1570 -0.3991  0.39
H 1.0948 -2.1364 -1.5114  0.38
H -1.6400 0.2955 0.6546  0.32

Force components x, y, z for each atom (eV/Å):
S 0.5 -0.1 1.0
S -0.6 0.2 0.1
O 0.6 -0.2 -0.1
O 0.4 -0.4 -2.2
C -2.2 3.1 0.9
C 1.3 -1.4 0.3
H -1.0 0.7 0.6
H 1.0 -1.9 -0.6

Output
Energy relative to the best compared isomer or geometry (same formula, charge and spin)   5.0116 eV
Orbital gap (alpha / beta)   6.0 / 6.0 eV
Total charge   0
Total energy   -1024.07846 hartree
SMILES string   OC1=CS1.O=S